[1]
ORCA calculation (the ωB97M-V functional and the def2-TZVPD basis) on a molecular structure, C13H25BrF3INO5 at a distorted geometry.

## Properties
Kohn-Sham gap = 7.8 eV
Lowest unoccupied orbital energy = 2.599 eV
Net charge = -1

XYZ file:
```
49
Properties=species:S:1:pos:R:3:forces:R:3
I 1.77478 2.13853 1.83576 0.055 -0.014 -0.095
Br 3.39027 -0.66282 2.52877 -0.153 -0.005 -0.151
F -1.59098 0.23202 1.96683 0.201 -0.050 0.545
F -3.06054 0.36425 0.41941 -0.276 -0.028 -0.072
F -1.41765 1.74676 0.45194 0.405 0.304 -0.093
O 3.04358 -0.85288 -0.89233 -0.535 -0.490 0.286
O -1.11795 -0.38502 -0.13156 0.412 -0.147 0.109
O -4.14776 5.01147 2.86377 -0.040 -0.026 0.214
O 3.75225 1.20843 -0.36501 -0.453 -0.516 0.282
O 2.57922 -5.20943 -1.50835 -0.120 -0.047 0.117
N 0.99288 -0.60354 0.99595 0.493 -0.035 0.405
C 0.32320 -0.27288 -0.22434 0.389 -0.300 -0.437
C -1.74030 0.47610 0.67323 -0.629 -0.327 -0.371
C -3.34923 3.89623 0.81379 -0.093 0.365 0.045
C 4.76753 -6.02586 -2.27387 0.046 0.057 0.016
C 2.23964 0.11538 1.12873 -0.464 0.040 0.244
C -5.53988 6.65669 1.67656 -0.062 -0.082 -0.009
C 1.07522 -2.04712 1.19482 -0.383 -0.188 0.276
C 2.45883 -3.36000 -3.13933 -0.001 -0.118 -0.142
C 3.25172 -6.11927 -2.34810 0.013 0.017 -0.060
C -4.20673 6.31401 2.32159 0.046 0.051 -0.097
C 3.09864 0.16510 -0.17890 1.414 1.342 -0.734
C -4.35474 3.94514 1.95032 -0.013 -0.088 -0.171
C 2.83964 -3.82496 -1.74779 0.041 0.052 -0.072
H 5.22384 -6.78496 -2.91247 -0.018 -0.017 0.010
H -5.53128 7.68796 1.32036 0.012 0.008 0.019
H 5.10790 -6.18095 -1.24896 -0.008 -0.014 0.004
H 3.03037 -3.87275 -3.91738 0.038 0.052 0.006
H 1.94051 -2.50596 0.72539 0.020 0.080 -0.189
H -3.39887 4.78988 0.18735 -0.075 -0.031 -0.029
H -4.27296 3.03223 2.54013 0.020 0.063 0.099
H -2.33744 3.82370 1.20470 0.027 -0.038 0.012
H 0.15430 -2.47335 0.81306 -0.107 -0.140 -0.230
H 2.90939 -6.00857 -3.38467 0.075 0.019 -0.033
H -3.38414 6.47029 1.61470 -0.042 0.003 -0.060
H 2.93744 -7.11266 -2.02154 -0.056 0.029 0.049
H 1.39985 -3.54996 -3.32949 -0.007 0.020 0.015
H -5.76038 6.01148 0.82560 0.044 0.042 -0.046
H 2.25128 -3.27534 -1.01984 0.043 -0.123 -0.027
H -4.02888 6.98986 3.15897 0.021 -0.072 0.061
H 5.13275 -5.05158 -2.59871 -0.009 -0.014 -0.058
H -5.37942 3.97366 1.56045 0.006 0.028 -0.030
H 0.58983 0.70851 -0.59620 0.004 0.357 0.275
H 0.62066 -0.97623 -0.99418 -0.346 -0.163 -0.281
H -3.54306 3.03480 0.17968 0.001 -0.050 0.013
H 2.64934 -2.29107 -3.22914 -0.004 0.020 0.105
H 3.88544 -3.59167 -1.53428 0.008 0.038 -0.015
H -6.35172 6.54304 2.39699 0.006 0.020 0.013
H 1.09359 -2.29668 2.24758 0.052 0.116 0.283
```
Positions in Å, forces in eV/Å.

Atom charges from the natural (NBO) analysis, given in e for atoms 1 to 8: atom 1 (I): 0.083, atom 2 (Br): 0.025, atom 3 (F): -0.316, atom 4 (F): -0.341, atom 5 (F): -0.326, atom 6 (O): -0.768, atom 7 (O): -0.531, atom 8 (O): -0.536


[2]
ORCA calculation (the ωB97M-V functional and the def2-TZVPD basis) on a molecular structure, C39H34Cl2N6O4Ti at a distorted geometry.

## Properties
Kohn-Sham gap (alpha / beta) = 6.6 / 6.5 eV
Spin multiplicity = 2
Lowest unoccupied orbital energy (alpha / beta) = 2.508 / 2.327 eV
Net charge = -1
Energy above the lowest of the compared OMol25 structures with the same formula, charge and spin = 0.00 kcal per mole

XYZ file:
```
86
Properties=species:S:1:pos:R:3:forces:R:3
Ti -0.12340 0.50504 0.33580 0.847 -0.153 0.652
Cl -5.16289 0.36691 0.60091 -0.008 0.048 0.065
Cl -5.00900 -2.85519 -3.71469 -0.054 -0.020 -0.027
O -0.62169 1.86870 1.68453 -0.215 -0.064 -0.167
O 1.43270 0.59934 -1.03259 -0.223 -0.079 -0.011
O -2.13368 0.18781 0.39466 -0.290 0.122 0.143
O 0.93581 2.66794 -4.64738 0.119 -0.026 -0.091
N 0.21726 2.15346 -2.20074 0.070 -0.095 0.222
N -1.36508 -1.35836 2.96827 0.103 0.094 -0.080
N 2.16278 1.29532 1.53024 -0.328 -0.179 -0.221
N 0.87697 -1.08639 1.38079 -0.027 -0.033 -0.378
N -0.76542 -0.98836 -1.45419 0.152 0.121 0.064
N -0.51468 2.14257 -1.02082 -0.170 0.201 -0.187
C -0.01422 -1.57465 -2.35750 -0.129 -0.047 0.009
C -4.21041 -0.49388 -0.56361 0.158 -0.086 -0.034
C -1.05326 -2.37639 2.05000 -0.031 -0.092 -0.049
C 1.22107 1.31236 -2.07188 0.164 0.032 -0.240
C 2.24988 -1.13321 1.42423 -0.042 0.125 0.058
C 2.95279 0.10054 1.41064 0.111 -0.003 0.052
C 2.18179 1.19387 -3.19798 -0.099 0.001 0.046
C -3.76310 4.55340 1.60105 -0.011 0.027 -0.113
C -2.74186 -1.88852 -2.52781 -0.075 -0.061 -0.083
C -1.90901 -2.51780 -3.48007 0.013 0.020 0.040
C 1.98729 1.86154 -4.41754 -0.056 0.078 -0.038
C 1.88908 1.56710 2.93939 0.064 0.036 0.089
C -1.36541 3.08288 -0.84203 0.060 -0.075 0.049
C -2.06400 3.29466 0.41153 0.002 0.082 0.008
C -3.31736 3.99218 2.79665 0.022 -0.045 0.146
C 0.14079 -2.27954 1.29085 -0.271 0.047 0.037
C -3.12016 4.21153 0.42904 -0.027 -0.007 0.099
C -2.82332 -0.43403 -0.49166 0.091 -0.078 -0.103
C 2.91514 1.69061 -5.44590 -0.030 0.007 0.014
C -1.62087 2.70593 1.62820 0.011 0.040 -0.041
C -1.93535 -3.42833 1.80643 0.028 0.088 0.062
C -1.65636 -4.39988 0.85695 -0.046 -0.062 -0.024
C -2.10954 -1.13655 -1.52589 0.112 0.083 0.106
C -2.74518 -1.14883 3.31182 -0.096 0.000 -0.010
C -0.47009 -1.19754 4.09094 0.045 -0.023 0.056
C 5.08670 -1.03744 1.38565 0.044 0.030 -0.009
C -0.47279 -4.33459 0.14161 -0.012 -0.043 -0.022
C -2.26593 3.10110 2.81844 -0.069 -0.052 -0.162
C 4.01907 0.88227 -5.26210 0.058 -0.023 -0.047
C -4.15861 -1.93069 -2.50405 0.047 0.014 0.024
C -4.86229 -1.24539 -1.55528 0.017 -0.022 -0.006
C 3.30803 0.38618 -3.03479 -0.031 0.006 -0.002
C 4.41938 -2.24280 1.50236 0.015 -0.041 0.009
C 3.03256 -2.29562 1.53195 0.020 0.001 0.000
C 2.70026 2.47395 0.87626 0.070 0.088 -0.044
C 0.40592 -3.28513 0.36050 0.013 0.009 0.030
C 4.22811 0.22537 -4.05357 -0.013 -0.001 0.033
C -0.55298 -2.35976 -3.39536 -0.048 0.087 0.131
C 4.33263 0.13446 1.36778 -0.067 0.034 0.026
H -0.74165 -1.86522 4.92771 0.011 0.003 -0.033
H -3.80538 4.26101 3.72705 0.009 -0.009 0.001
H -4.58982 5.25096 1.59262 -0.004 0.003 0.002
H -0.50584 -0.16621 4.45219 -0.036 0.000 -0.001
H 1.18083 2.38833 3.02081 0.028 0.027 -0.009
H -2.85238 -0.15220 3.74584 0.019 0.003 0.011
H 1.43821 0.68699 3.39080 -0.004 -0.008 0.009
H -3.43643 4.65797 -0.50726 0.015 -0.005 -0.035
H 4.82849 1.09730 1.33526 0.039 -0.018 -0.003
H -1.53423 3.80037 -1.64622 0.029 -0.033 -0.017
H 1.29113 -3.19673 -0.25623 0.028 0.017 0.011
H 1.05460 -1.43006 -2.26661 0.018 0.023 0.018
H 4.97671 -3.17085 1.56396 0.019 0.008 0.001
H -1.91767 2.65305 3.74041 -0.006 0.019 0.029
H -2.36602 -5.19869 0.67954 0.008 -0.008 -0.004
H 5.09621 -0.40305 -3.90894 0.017 -0.005 -0.005
H 0.11704 -2.81795 -4.10938 -0.020 -0.019 -0.022
H -2.35658 -3.10903 -4.26717 0.003 -0.009 -0.013
H 4.73169 0.76279 -6.06929 -0.003 0.006 -0.020
H 2.74174 2.20961 -6.37886 0.005 0.010 -0.025
H -5.94335 -1.27451 -1.55474 -0.004 -0.011 -0.023
H 0.40720 2.70468 -3.80964 -0.053 -0.019 0.070
H -3.36307 -1.18028 2.41655 -0.002 0.007 -0.007
H 2.55162 -3.25852 1.62330 -0.041 0.003 -0.004
H -3.13351 -1.88082 4.04263 0.015 -0.006 -0.006
H 3.43941 -0.10966 -2.08057 -0.006 0.002 0.015
H 6.16727 -0.99763 1.33868 0.003 0.001 -0.003
H 3.53679 2.92616 1.43211 -0.022 -0.031 -0.005
H 1.90744 3.22137 0.79609 -0.005 -0.005 0.024
H -2.85742 -3.47743 2.37066 -0.017 -0.032 -0.016
H 0.55144 -1.41583 3.79135 0.018 -0.002 -0.017
H 2.81875 1.81679 3.47495 -0.028 -0.026 -0.015
H 3.04314 2.21587 -0.12386 -0.013 0.014 0.014
H -0.24442 -5.07677 -0.61382 -0.006 -0.010 -0.005
```
Positions in Å, forces in eV/Å.

Atom charges from the Mulliken analysis, given in e for atoms 1 to 8: atom 1 (Ti): 0.052, atom 2 (Cl): -0.263, atom 3 (Cl): -0.309, atom 4 (O): -0.043, atom 5 (O): 0.285, atom 6 (O): 0.285, atom 7 (O): -0.715, atom 8 (N): -1.147


[3]
ORCA calculation (the ωB97M-V functional and the def2-TZVPD basis) on a molecular structure, C24H66ClN6O6Pd at a distorted geometry.

## Properties
Kohn-Sham gap (alpha / beta) = 7.5 / 4.9 eV
Spin multiplicity = 3
Lowest unoccupied orbital energy (alpha / beta) = -3.278 / -5.883 eV
Net charge = +1
Energy above the lowest of the compared OMol25 structures with the same formula, charge and spin = 1.65 kcal per mole

XYZ file:
```
104
Properties=species:S:1:pos:R:3:forces:R:3
Pd 0.87543 1.58535 1.88001 0.645 -2.380 -1.220
Cl -0.20670 0.90806 -0.48030 0.262 0.293 1.544
O -5.63370 -0.29599 1.70201 -0.978 -0.853 0.017
O 2.05341 -1.10158 4.87987 -0.170 -0.836 -0.549
O 0.16418 5.89298 -2.45091 -0.470 0.465 -0.948
O -3.07580 -3.66473 0.35445 0.648 -0.562 0.127
O 2.99375 1.21787 1.32511 -0.567 1.084 -1.354
O 3.71525 -0.88699 -3.55165 0.391 -0.091 -0.373
N -1.33860 -2.03112 -2.59786 -0.135 0.244 0.516
N 2.01398 1.46589 3.83289 -3.034 0.782 -1.453
N -3.39489 2.17395 0.12355 0.980 2.193 0.633
N 1.12594 3.43692 -1.85940 -0.066 -1.150 0.669
N 0.98443 -0.75149 1.94673 -1.082 0.017 1.166
N 1.20530 -2.12772 -1.17992 1.095 0.595 0.038
C -0.45974 7.17779 -2.73525 0.614 -0.804 -0.061
C 0.85723 3.67556 -3.23692 -0.512 2.672 -1.676
C -4.56827 1.38614 0.23709 0.093 -1.776 -0.766
C 2.38845 -2.21684 -2.09508 -2.157 1.739 -0.594
C 4.05662 1.78097 4.82418 1.007 0.735 -0.427
C -2.27094 -2.96038 -1.89298 0.505 0.334 0.000
C 3.49487 0.73940 0.06294 1.051 -0.244 0.101
C -1.81296 -4.36791 -2.28239 -0.274 -0.139 0.606
C 2.10010 -3.41929 -2.91745 0.948 -1.185 -0.851
C 2.39778 -0.97492 -3.13031 0.130 -0.927 1.743
C -2.20638 -2.75786 -0.31671 -0.249 -0.693 -1.629
C 2.91952 -1.86235 5.72033 0.355 -0.130 0.457
C -4.44897 -3.36491 0.21312 -0.260 0.743 -0.288
C 3.27374 2.01732 3.52364 2.429 0.238 0.916
C -0.21283 4.81826 -3.35411 0.399 0.572 0.842
C -5.54729 -1.05707 2.93038 -0.923 1.066 -0.640
C 3.93963 1.32810 2.36653 -0.079 -1.170 0.051
C -4.45551 0.41248 1.39101 -0.199 -0.711 1.401
C -4.62123 0.61556 -1.07785 -1.452 -0.676 -0.400
C 0.25550 -1.12769 3.17389 -1.008 -0.830 0.331
C -0.95523 -1.98608 2.77961 -0.815 -0.010 -0.038
C 0.48159 2.46693 -4.04083 -0.138 -0.540 0.288
C 1.10119 -1.94278 4.15284 -0.059 1.934 0.710
C 4.02132 0.12070 -4.48129 0.301 0.009 0.029
H -2.38717 -1.72119 -0.03257 -0.406 0.283 -0.129
H -1.60776 -2.27328 3.60411 0.365 0.023 0.400
H 0.46256 -2.60762 -1.66791 -0.241 -0.085 0.027
H 0.55370 2.61835 -1.70910 -0.421 0.051 0.948
H -2.52447 1.68877 -0.04097 -0.114 -0.572 0.070
H -2.52262 -5.13047 -1.96146 -0.054 0.012 0.046
H -3.68740 0.09090 -1.27985 0.113 -0.105 0.307
H 1.24152 -3.20288 -3.55314 0.035 -0.006 -0.075
H 1.66033 -1.07339 -3.92690 0.055 -0.579 -0.396
H -1.64804 -4.49370 -3.35248 -0.082 0.257 -0.003
H 3.63646 -2.48028 5.17972 -0.180 -0.077 -0.447
H 2.06895 -0.05511 -2.64665 0.143 0.428 0.559
H -4.75748 -3.36409 -0.83230 0.129 0.575 -0.181
H -5.44231 -0.10114 -1.09368 -0.042 -0.240 -0.054
H 4.88546 1.78621 2.07734 -0.206 0.435 -0.260
H 3.42935 2.18557 5.61849 0.471 -0.067 0.301
H 1.69166 -1.47239 1.93179 0.980 0.453 -0.932
H 3.15578 3.07664 3.29555 0.111 0.105 0.055
H -3.75415 -0.39674 1.18764 0.928 0.292 -0.398
H -5.41207 2.06630 0.35321 -0.177 -0.238 0.143
H -4.16828 0.87635 2.33464 0.519 0.672 -0.090
H -1.22287 4.47601 -3.12876 -0.166 -0.365 0.497
H -6.36787 -1.77390 2.96020 0.108 -0.078 -0.417
H 0.32674 -0.99623 1.22034 0.281 0.229 -1.007
H -0.87334 -4.56567 -1.76655 0.155 -0.115 -0.075
H 1.30795 1.76745 -3.91452 0.076 -0.184 -0.500
H -0.74686 -2.90341 2.22899 0.378 0.068 -0.023
H -1.61044 -1.75547 -3.53071 -0.407 -0.522 -0.179
H 3.78567 1.11389 -4.09900 0.008 0.223 0.231
H 4.26825 0.72316 4.98019 -0.451 -0.121 -0.013
H -0.38437 1.95433 -3.62196 -0.315 0.066 -0.059
H -0.58818 7.31886 -3.80842 -0.386 -0.192 -0.104
H 3.52908 -1.20911 6.34468 -0.266 0.398 -0.179
H 2.12354 0.55818 4.26200 -0.253 -0.795 0.084
H -0.20686 -0.24172 3.60907 0.412 0.129 0.522
H -4.59704 -2.41149 0.72025 -0.562 0.260 -0.410
H -0.32148 5.20204 -4.36851 0.495 0.025 -0.299
H 0.36891 -2.28232 4.88536 0.357 -0.729 0.038
H 4.18375 0.29310 2.60587 0.212 -0.214 0.519
H -3.56711 2.67775 -0.73472 0.507 0.630 -0.004
H -1.63134 -1.38493 2.17167 0.138 0.081 -0.350
H 2.95985 -3.65278 -3.54547 -0.082 -0.178 -0.202
H 1.83432 -4.31546 -2.35680 0.222 0.040 0.303
H 0.91073 -1.16435 -1.25228 -0.273 0.292 0.499
H 2.77678 0.81825 -0.75329 -0.216 0.116 0.522
H 0.30469 2.71739 -5.08681 0.062 -0.197 -0.012
H 1.63405 -2.71381 3.59637 -0.083 -0.386 0.253
H 2.38286 -2.50869 6.41484 -0.344 -0.018 -0.128
H -5.77895 -0.36134 3.73685 0.502 0.015 0.366
H -4.60667 -1.58600 3.08391 0.225 0.133 -0.168
H 4.41160 1.27622 -0.18109 -0.157 0.479 -0.122
H 1.57839 2.07303 4.51240 -0.233 -0.041 0.258
H -3.29999 -2.80608 -2.21756 -0.080 0.109 0.002
H -1.21087 -1.14273 -2.13466 -0.174 0.142 0.489
H 2.03726 3.01722 -1.74341 0.586 0.251 -0.156
H 5.04734 2.23546 4.81992 -0.107 0.370 0.144
H -5.17407 -4.06633 0.62585 0.860 -0.532 0.651
H 0.18922 8.00531 -2.44861 0.370 -0.359 0.346
H -4.78147 1.26339 -1.93968 -0.042 0.282 0.080
H 1.73110 4.07522 -3.75143 0.301 0.292 0.275
H -1.38686 7.31356 -2.17837 -0.225 -0.254 -0.197
H 3.85048 -0.28593 0.16457 -0.450 -0.325 0.108
H -1.17903 -2.96679 -0.01836 -0.021 -0.331 0.164
H 5.09646 0.03019 -4.63619 -0.093 0.219 -0.183
H 3.31141 -2.17814 -1.51650 0.108 -0.247 -0.265
H 3.50092 0.02374 -5.43411 -0.128 -0.293 -0.108
```
Positions in Å, forces in eV/Å.

Atom charges from the Mulliken analysis, given in e for atoms 1 to 8: atom 1 (Pd): 0.367, atom 2 (Cl): -0.481, atom 3 (O): -0.422, atom 4 (O): -0.434, atom 5 (O): -0.319, atom 6 (O): -0.467, atom 7 (O): 0.256, atom 8 (O): -0.382


[4]
ORCA calculation (the ωB97M-V functional and the def2-TZVPD basis) on 2 unconnected molecules or ions with the total composition C4H12ClN2 at a distorted geometry.

## Properties
Kohn-Sham gap = 8.3 eV
Lowest unoccupied orbital energy = -4.636 eV
Net charge = +1
Energy above the lowest of the compared OMol25 structures with the same formula, charge and spin = 49.05 kcal per mole

XYZ file:
```
19
Properties=species:S:1:pos:R:3:forces:R:3
Cl 0.61844 0.75955 2.50701 0.024 -0.024 0.198
N -0.50466 -1.41845 -1.13691 0.625 1.059 0.536
N 0.25689 2.13613 1.51755 -2.396 0.331 -0.620
C 1.10249 3.25146 1.83311 1.321 2.440 0.384
C -0.29998 -0.18029 -0.99807 -0.564 1.922 -0.655
C -0.53963 -2.20335 0.06738 0.789 -3.611 -1.386
C -0.42001 -2.10117 -2.41329 1.629 -2.407 0.392
H -1.47898 -2.71204 0.14896 -0.489 -0.530 -0.159
H 2.20051 2.94024 1.78331 -1.536 0.721 -0.117
H -0.34934 0.47750 -0.10973 0.273 -1.123 0.159
H -1.08031 -2.96430 -2.30097 0.789 -0.637 0.304
H -0.91911 -1.72016 -3.27044 0.253 1.751 -0.538
H -0.68898 2.47636 1.84534 1.092 -1.022 -0.538
H 0.31568 -2.97889 0.08415 -1.342 1.296 -0.164
H 0.84688 3.58378 2.87078 0.738 -0.041 -0.614
H 0.71702 -2.37192 -2.53613 -2.459 0.249 -0.220
H -0.15871 0.38450 -1.89144 0.107 0.275 -0.750
H 0.85180 4.21059 1.14803 0.653 -2.537 1.208
H -0.47000 -1.56954 0.85138 0.493 1.890 2.580
```
Positions in Å, forces in eV/Å.

Atom charges from the natural (NBO) analysis, given in e for atoms 1 to 8: atom 1 (Cl): 0.070, atom 2 (N): -0.217, atom 3 (N): -0.630, atom 4 (C): -0.447, atom 5 (C): 0.121, atom 6 (C): -0.418, atom 7 (C): -0.454, atom 8 (H): 0.237


E, record by record: -111911.094, -106293.434, -63174.752, -19835.841 eV
Molecular weight, record by record: 539.147, 769.512, 676.701, 123.607 g/mol